No. 1
Density functional theory data (ωB97M-V/def2-TZVPD) for a structure of composition C37H50N9O6S2.

XYZ file:
```
104
Properties=species:S:1:pos:R:3:forces:R:3:lowdin_charge:R:1
S -6.204724 -2.016014 -0.989683 -0.04 -0.29 -0.19 0.4671
S -5.336291 -2.514532 1.577243 -0.53 -0.67 -0.13 0.5293
O -4.799784 -1.960079 -1.337347 0.05 0.32 0.07 -0.3766
O -4.270499 -3.454846 1.335002 0.18 0.12 -0.15 -0.3252
O -1.257762 -2.481057 -1.435463 0.01 0.26 0.05 0.1152
O -1.120778 -0.867325 0.106495 0.05 -0.39 0.51 -0.0410
O -6.022407 -2.663330 2.841842 -0.06 0.12 0.07 -0.3507
O -7.094988 -2.571429 -1.968599 -0.21 -0.04 0.14 -0.3593
N 4.482241 4.648639 -3.925733 0.03 0.01 -0.01 0.0183
N 6.946749 -1.142291 3.065130 0.02 0.06 0.04 0.0062
N -8.746877 -4.048114 2.362286 0.02 -0.06 -0.05 0.0260
N 3.516321 1.459154 0.733429 0.15 0.13 0.58 -0.0012
N 0.563826 6.240459 -1.178456 -0.03 -0.10 -0.01 0.0058
N 3.084294 -3.498047 1.947119 0.01 -0.02 0.06 -0.0070
N -4.861410 1.502979 -2.064325 0.03 0.00 0.04 0.0238
N 1.371954 0.444154 -3.564346 -0.01 0.00 0.16 0.0292
N -6.499865 -2.598294 0.447972 0.53 0.39 0.11 -0.3681
C -10.754801 -4.782233 2.939221 -0.01 0.00 0.00 -0.1370
C 3.525798 2.825431 0.763054 -0.05 -0.12 0.03 -0.1275
C 5.763291 5.106035 -3.787158 -0.03 0.00 0.03 -0.1399
C 4.306023 4.151260 -5.188278 -0.04 0.03 0.06 -0.1503
C 3.039703 -5.541042 2.795045 -0.02 -0.01 -0.04 -0.1063
C 3.607761 -4.757899 1.826696 0.01 0.02 -0.03 -0.1470
C 6.414878 4.900106 -4.973893 0.00 0.01 -0.01 -0.1151
C -8.877833 -3.796881 3.693333 -0.02 0.01 0.00 -0.1452
C -9.878026 -4.645299 1.891097 0.02 0.00 0.00 -0.1473
C 2.190564 -3.468977 2.985135 -0.02 0.07 -0.05 -0.1544
C -2.466876 -0.390515 0.284116 -0.20 0.48 0.08 -0.1687
C 2.000203 0.022697 -1.492555 0.00 -0.03 -0.14 -0.1074
C 4.601670 0.974070 1.409228 -0.18 0.00 -0.05 -0.1359
C 6.453776 -2.317738 2.572075 -0.06 0.07 -0.01 -0.1465
C 1.609580 5.531883 -1.706589 0.03 0.12 0.03 -0.1481
C 7.496941 -3.010910 2.018482 0.03 0.00 0.00 -0.1075
C 2.480765 1.214551 -3.332695 -0.02 -0.15 -0.09 -0.1417
C 1.253602 4.210040 -1.735269 0.02 0.09 -0.07 -0.1188
C 4.632068 3.221113 1.467712 0.08 0.00 0.03 -0.1073
C -10.116798 -4.240293 4.088835 0.00 0.00 -0.01 -0.1315
C 1.067655 -0.282888 -2.448643 -0.06 0.01 -0.03 -0.0968
C -0.459099 5.382340 -0.872065 0.02 0.04 -0.01 -0.1302
C -4.798170 3.709515 -1.941646 0.02 0.01 0.03 -0.1165
C 2.132572 -4.724691 3.524815 0.06 0.01 0.04 -0.1046
C -0.061812 4.115768 -1.207247 -0.03 -0.03 0.04 -0.0989
C 5.488162 4.293304 -5.864667 0.01 0.00 -0.01 -0.1125
C -5.613351 2.614942 -1.807113 0.05 -0.04 -0.04 -0.1397
C -3.579430 1.867453 -2.353264 0.08 -0.02 -0.03 -0.1417
C 2.902882 0.967437 -2.053617 0.16 0.08 -0.30 -0.1229
C -0.644818 -3.218431 0.712026 0.01 0.32 0.47 0.0270
C 5.317902 2.044303 1.877481 0.04 0.04 0.06 -0.1179
C 8.292836 -1.072621 2.837464 -0.02 -0.01 0.00 -0.1423
C -3.088107 -0.867280 1.597749 0.05 0.27 0.09 -0.1776
C -1.056321 -2.178810 -0.289522 -0.12 -0.36 -0.75 -0.5174
C 8.667022 -2.221051 2.190829 -0.01 0.00 -0.03 -0.1135
C -3.501526 3.234593 -2.287910 -0.08 0.02 0.02 -0.1159
C -4.618174 -0.855671 1.597790 0.07 0.29 0.17 -0.2202
H 2.869793 1.870831 -4.092078 0.08 -0.05 0.00 0.0886
H -2.834259 1.121641 -2.575940 0.00 0.01 0.00 0.1126
H -5.182424 0.550977 -2.045147 0.00 -0.15 -0.01 0.1066
H -11.739432 -5.218224 2.885937 0.00 0.00 0.00 0.0756
H -2.376364 0.695958 0.330871 0.06 -0.01 -0.17 0.1237
H -4.989519 -0.429438 2.528457 -0.08 -0.10 0.00 0.0940
H 4.920080 4.240018 1.665472 0.01 0.01 0.01 0.0856
H 2.748006 3.395185 0.283046 0.00 0.01 0.01 0.0930
H -6.581349 -0.710870 -0.883260 -0.05 -0.01 0.06 0.0424
H 9.666153 -2.465849 1.871305 0.00 0.00 0.00 0.0866
H -10.519129 -4.180774 5.087260 0.00 0.00 0.00 0.0758
H 7.430020 -3.976308 1.545294 0.00 -0.01 0.01 0.0874
H 6.397150 -0.433427 3.516961 0.00 0.00 -0.01 0.1335
H -6.656610 2.534351 -1.553976 -0.01 0.01 -0.01 0.1045
H 4.334256 -4.986851 1.065893 0.00 0.00 0.00 0.1065
H 1.859532 3.394584 -2.091564 -0.02 -0.05 0.00 0.0597
H 0.546780 7.233543 -1.041315 0.00 0.00 0.00 0.1417
H 3.754174 1.419771 -1.569148 -0.05 -0.05 -0.25 0.0927
H 3.315952 -2.718604 1.358956 -0.02 -0.01 -0.04 0.1316
H 2.818661 0.899324 0.275929 0.06 0.25 0.18 0.0721
H -2.618002 3.825198 -2.463240 0.00 0.01 -0.02 0.0697
H -0.860858 -2.931925 1.739283 -0.01 0.07 -0.05 0.0769
H 7.441128 5.153731 -5.180561 0.00 0.00 0.00 0.0868
H -8.078715 -3.319205 4.231768 0.01 -0.01 0.01 0.0942
H 1.509218 -5.026191 4.349672 0.01 0.01 0.01 0.0914
H -1.379196 5.743212 -0.444773 -0.01 -0.02 0.00 0.1098
H 6.101513 5.535572 -2.859720 0.01 -0.02 0.00 0.1051
H 5.407373 -2.554307 2.659373 0.01 -0.10 0.05 0.0855
H -1.169930 -4.140328 0.480047 0.09 -0.04 -0.07 0.0995
H 0.220841 -0.948273 -2.406619 -0.03 0.02 -0.06 0.0967
H 5.669297 3.995130 -6.883724 0.00 0.00 0.00 0.0878
H -2.742983 -0.195600 2.387524 0.04 -0.07 0.04 0.1161
H -5.097135 4.735738 -1.804011 0.00 0.00 0.00 0.0829
H 3.781068 4.673279 -3.206758 -0.02 -0.08 -0.04 0.1088
H 2.021382 -0.393311 -0.497404 -0.17 -0.24 -0.09 0.0829
H 0.852437 0.420752 -4.422471 -0.03 0.00 0.02 0.1483
H -0.645459 3.217954 -1.088014 0.00 0.00 0.01 0.0897
H 0.434067 -3.368171 0.638484 0.00 -0.11 -0.08 0.0758
H 4.773279 -0.086024 1.493188 0.07 -0.01 -0.04 0.0879
H -5.038271 -0.247040 0.795845 0.06 -0.12 -0.13 0.0768
H -2.746937 -1.862543 1.867500 -0.02 -0.07 -0.14 0.0834
H 6.232376 1.993866 2.445621 0.03 0.01 -0.03 0.0793
H -7.932657 -3.811513 1.811248 -0.05 0.14 0.01 0.0937
H -3.080803 -0.632362 -0.583104 0.08 -0.31 0.03 0.0895
H 3.244221 -6.585791 2.958320 0.00 0.00 0.00 0.0888
H -9.966245 -4.920217 0.853801 -0.01 0.00 0.00 0.1029
H 8.866047 -0.216041 3.148220 0.01 -0.01 0.00 0.1034
H 3.358168 3.745626 -5.497848 -0.01 0.03 -0.02 0.1003
H 1.667947 -2.563227 3.241807 -0.02 -0.01 -0.01 0.1092
H 2.514843 6.032535 -2.009023 -0.02 0.04 0.02 0.0962
```
Forces are in eV/Å.

Its charge is -1. The molecular weight comes out at 781.00 g mol⁻¹. Its LUMO energy is 1.890 eV. For the HOMO energy, the calculation gives -5.5 eV. As for the HOMO-LUMO gap: 7.412 eV.

***

No. 2
Density functional theory data (ωB97M-V/def2-TZVPD) for a cluster of 20 separate species, H40O20 in total in a non-equilibrium geometry.

XYZ file:
```
60
Properties=species:S:1:pos:R:3:forces:R:3:lowdin_charge:R:1
O -2.375469 -1.042953 -2.708024 3.83 1.15 -1.31 -0.0977
O 2.086652 -1.011515 -5.497848 -1.95 1.00 1.47 -0.1116
O 5.368752 2.254876 -0.003492 0.32 0.58 -0.06 -0.0552
O -2.448055 0.807140 -0.311173 -0.65 -0.44 0.69 -0.0559
O -0.723866 0.503280 1.789492 -1.56 0.23 1.31 -0.0898
O -0.011514 -2.968384 -3.690917 0.08 -2.58 0.48 -0.0814
O -4.513959 -0.336023 -2.137841 -2.60 -0.05 0.98 -0.0605
O 3.175404 -2.878588 -3.269327 -0.36 -0.20 -0.03 -0.0443
O 1.427184 2.033125 0.145728 -1.42 -0.86 0.32 -0.1061
O -2.451452 -3.210176 -1.396931 1.01 -2.19 2.14 -0.0488
O 3.610954 -0.280127 3.359720 1.42 -0.74 -0.01 -0.0236
O -4.032047 0.294645 2.830311 -0.10 0.23 -1.23 -0.0521
O -0.033370 -0.041089 4.907209 0.76 -0.09 -0.55 -0.0391
O -2.696407 -0.018552 5.215810 -0.77 0.86 -0.26 -0.0687
O 4.748583 -1.824576 0.478655 0.15 0.09 0.14 -0.0682
O 2.648546 0.727076 -3.374590 -0.21 2.20 -0.05 -0.0532
O -5.316915 2.048680 -1.348911 -0.27 0.22 -0.22 -0.0738
O -1.793088 -1.886244 1.959826 0.47 0.85 0.86 -0.0146
O 0.180017 3.967587 3.474983 -0.99 1.05 0.27 -0.0452
O 2.237251 3.339149 -1.796861 -0.13 1.89 0.14 -0.0764
H 5.929482 1.904707 -0.708646 -0.44 -0.27 0.31 0.0415
H -5.033487 1.183681 -1.700693 -0.63 0.29 -0.20 -0.0327
H 3.064104 3.829733 -1.828889 0.53 -0.30 -0.28 0.0636
H -2.956435 0.580701 0.501702 0.13 0.24 -0.70 0.0480
H -1.635639 0.456146 2.231031 1.63 0.48 -1.02 0.0588
H 3.297308 -0.077570 2.487153 -0.65 0.29 -0.39 0.0196
H -4.731505 0.918098 3.061085 0.21 -0.17 0.11 0.0578
H 2.279306 -2.588425 -3.456270 -0.42 -0.23 -0.59 -0.0180
H -4.206247 -0.442441 -3.029041 0.71 0.21 0.01 0.0493
H -3.520604 0.106026 3.619889 -0.37 -0.08 0.74 -0.0379
H 5.287648 -1.366249 1.140302 -0.14 -0.25 -0.15 0.0344
H -2.009120 -0.448011 4.686692 0.44 0.64 0.47 0.0108
H -3.865571 0.062113 -1.555454 0.98 -0.32 -0.52 -0.0060
H 1.676878 -1.892061 -5.430775 0.14 0.55 -0.11 0.0085
H -2.593443 -3.286631 -2.324942 -0.57 0.97 -0.65 0.0176
H -1.756854 -1.132475 -3.466797 -0.80 -0.65 -0.16 0.0721
H -2.663535 0.961745 5.072610 0.55 -1.37 0.24 0.0879
H 3.334924 -2.292057 -2.541374 0.81 0.30 0.82 0.0100
H 1.508338 -0.415455 -4.884634 1.78 -1.60 -1.60 0.0636
H -2.643141 -2.369589 -0.995973 -0.49 0.55 -1.11 0.0078
H 0.413597 -0.182950 5.741248 -0.20 -0.05 0.60 0.0576
H -1.554461 0.644999 0.019158 0.14 0.09 0.06 0.0094
H 4.988296 -2.757305 0.557964 -0.05 0.23 0.01 0.0424
H 3.212164 0.274383 -2.765235 0.59 -0.56 0.47 0.0165
H -1.714571 -0.487313 -2.219230 -1.36 -0.28 0.32 0.0794
H 0.700796 -0.133922 4.284382 -0.35 0.08 -0.22 0.0333
H 0.170823 -3.930318 -3.928204 -0.06 1.80 -0.26 0.0958
H 0.982608 4.433403 3.711679 0.29 -0.48 -0.13 0.0341
H 2.848465 1.691103 -3.204384 -0.56 -1.51 -0.26 0.0522
H 1.649970 2.052992 -0.810129 -0.37 -0.14 0.83 -0.0061
H 2.986980 -0.047812 4.025357 -0.74 0.48 0.33 0.0008
H 4.688178 1.626378 0.243370 0.05 -0.28 -0.31 0.0161
H 0.484375 1.735663 0.271095 1.56 0.39 -0.25 0.0277
H -0.350935 -3.175545 -2.796148 -0.02 0.83 -0.10 0.0347
H 1.749010 3.954263 -1.194655 0.04 -1.02 -0.59 0.0915
H -2.275720 -2.284842 2.683677 -0.28 -0.49 -0.24 0.0654
H 0.327566 3.064236 3.236770 0.67 -0.62 -0.20 0.0007
H -4.838832 2.138888 -0.532163 0.28 0.24 0.46 -0.0002
H -1.874765 -2.393673 1.168162 -0.32 -0.90 -0.53 0.0337
H -0.443141 -0.391938 2.004491 0.23 -0.27 -0.29 0.0245
```
Forces are in eV/Å.

The molecular weight comes out at 360.30 g mol⁻¹. Its LUMO energy is -0.514 eV. The energy above the lowest of the compared OMol25 structures with the same formula, charge and spin comes out at 121.4 kcal per mole. For the HOMO energy, the calculation gives -10.2 eV. As for the HOMO-LUMO gap: 9.708 eV.

***

No. 3
Density functional theory data (ωB97M-V/def2-TZVPD) for a cluster of 2 separate species, C3H10N3O in total.

XYZ file:
```
17
Properties=species:S:1:pos:R:3:forces:R:3:lowdin_charge:R:1
O -0.347203 2.120334 -1.455052 -0.16 0.02 -0.13 -0.0219
N 0.284869 0.569982 -2.980247 -0.28 0.37 -0.23 0.1475
N 0.768594 0.995721 0.740759 0.49 0.19 -0.48 0.1935
N 0.274646 -0.944618 1.938739 0.22 0.40 -0.67 0.0159
C -0.655774 -2.028042 2.213185 -0.28 -0.45 0.43 -0.0343
C -0.132090 1.796301 -2.615628 0.17 0.05 0.22 -0.3464
C -0.046845 0.094737 1.198078 -0.42 -0.19 0.28 -0.1534
H 0.449671 1.613807 -0.034133 -0.25 -0.15 0.30 0.0792
H -0.246894 2.503104 -3.441334 0.11 0.16 -0.03 0.1425
H 1.766952 0.896588 0.842990 0.10 0.00 0.18 0.1397
H -1.674862 -1.654248 2.154565 0.02 0.05 -0.02 0.0976
H -1.097828 0.244494 0.973834 -0.01 -0.11 -0.06 0.1680
H 1.264984 -1.105025 2.062172 -0.02 -0.19 0.26 0.1634
H -0.543037 -2.867544 1.527447 0.11 0.19 -0.19 0.0978
H 0.026650 -0.188179 -2.382242 0.23 -0.39 0.20 0.1027
H -0.498927 -2.422981 3.214276 0.04 0.20 0.07 0.0984
H 0.407088 0.375569 -3.957409 -0.07 -0.13 -0.14 0.1099
```
Forces are in eV/Å.

Its charge is +1. The molecular weight comes out at 104.13 g mol⁻¹. Its LUMO energy is -3.136 eV. The energy above the lowest of the compared OMol25 structures with the same formula, charge and spin comes out at 18.9 kcal per mole. For the HOMO energy, the calculation gives -14.2 eV. As for the HOMO-LUMO gap: 11.063 eV.

***

- Which of these has the lowest molecular weight?
  C3H10N3O